{
  "formula": "C44H29BaN7O8SeTe",
  "method": "the ωB97M-V functional and the def2-TZVPD basis",
  "homo_lumo_gap_ev": [1.88, 3.09],
  "e_homo_ev": [0.1143, -1.0965],
  "charge": -2,
  "relative_energy_kcal_mol": 83.11,
  "e_tot_ha": -5374.30425,
  "elements": ["Ba", "O", "C", "O", "C", "C", "C", "C", "C", "N", "C", "O", "O", "H", "H", "H", "H", "Se", "N", "C", "C", "C", "C", "C", "N", "C", "C", "N", "C", "C", "C", "C", "C", "N", "H", "H", "H", "H", "H", "H", "C", "C", "C", "C", "C", "C", "Te", "C", "C", "C", "H", "H", "H", "H", "H", "H", "H", "H", "H", "H", "H", "N", "C", "C", "C", "C", "C", "C", "C", "C", "C", "H", "H", "H", "H", "O", "C", "O", "C", "C", "C", "C", "C", "C", "N", "O", "O", "H", "H", "H", "H"],
  "xyz": [[-0.311, -0.680, 0.895], [0.625, 0.866, -3.507], [0.027, 0.948, -2.329], [-0.543, -0.238, -1.847], [-0.085, 2.028, -1.525], [0.135, 3.424, -1.883], [-0.482, 4.359, -1.144], [-1.402, 3.974, -0.033], [-0.946, 2.699, 0.554], [-0.449, 1.797, -0.201], [-1.261, 2.364, 2.038], [-2.052, 3.153, 2.562], [-0.700, 1.339, 2.515], [1.385, 0.241, -3.327], [0.769, 3.681, -2.722], [-0.346, 5.411, -1.363], [-1.558, 4.745, 0.715], [-5.315, -6.919, 3.944], [-3.697, -6.923, 3.113], [-3.492, -5.658, 2.751], [-2.323, -5.235, 2.029], [-1.346, -6.156, 1.631], [-0.260, -5.738, 0.905], [-0.144, -4.386, 0.585], [-1.049, -3.491, 0.953], [-2.130, -3.873, 1.662], [-3.135, -2.893, 2.025], [-2.961, -1.594, 1.701], [-3.892, -0.705, 2.004], [-5.094, -1.058, 2.617], [-5.295, -2.367, 2.971], [-4.315, -3.327, 2.698], [-4.498, -4.701, 3.074], [-5.583, -5.136, 3.715], [-1.485, -7.194, 1.905], [0.502, -6.435, 0.581], [0.698, -4.016, 0.005], [-3.688, 0.331, 1.743], [-5.836, -0.298, 2.823], [-6.201, -2.693, 3.464], [-5.778, 9.512, 0.278], [-5.227, 8.130, 0.045], [-5.450, 7.105, 0.955], [-4.944, 5.823, 0.760], [-5.228, 4.766, 1.801], [-4.190, 5.555, -0.396], [-3.488, 3.561, -0.730], [-3.945, 6.579, -1.321], [-3.123, 6.401, -2.575], [-4.468, 7.847, -1.081], [-6.383, 9.545, 1.184], [-6.402, 9.830, -0.560], [-4.973, 10.242, 0.382], [-6.028, 7.305, 1.851], [-5.619, 5.225, 2.712], [-4.332, 4.203, 2.059], [-5.971, 4.054, 1.435], [-2.676, 5.413, -2.640], [-2.325, 7.145, -2.612], [-3.748, 6.549, -3.460], [-4.269, 8.637, -1.801], [-1.146, -8.429, -6.162], [-1.043, -7.411, -5.636], [-0.932, -6.145, -4.993], [-1.722, -5.851, -3.880], [-1.635, -4.615, -3.272], [-0.756, -3.642, -3.761], [0.051, -3.951, -4.862], [-0.039, -5.185, -5.471], [-0.674, -2.370, -3.133], [-0.634, -1.310, -2.582], [-2.403, -6.600, -3.499], [-2.242, -4.389, -2.405], [0.756, -3.211, -5.218], [0.589, -5.422, -6.320], [2.191, -0.829, -2.200], [2.524, -1.451, -1.166], [1.939, -1.361, -0.040], [3.711, -2.380, -1.238], [3.934, -3.301, -0.208], [5.011, -4.178, -0.295], [5.874, -4.143, -1.377], [5.654, -3.211, -2.405], [4.559, -2.336, -2.332], [6.524, -3.163, -3.498], [7.504, -3.972, -3.531], [6.311, -2.315, -4.417], [3.269, -3.307, 0.646], [5.182, -4.899, 0.497], [6.715, -4.813, -1.462], [4.386, -1.636, -3.134]],
  "atomic_forces_ev_per_a": [[-0.43, 0.49, 0.47], [0.81, -0.80, -0.81], [0.03, 0.90, 0.00], [-0.71, -1.40, -0.03], [-0.36, 0.65, 0.78], [0.09, -0.61, -0.24], [-0.41, 0.06, 0.70], [2.12, -0.13, 0.53], [-0.86, 2.03, 1.10], [0.59, -2.01, -0.98], [-0.11, 1.20, -1.55], [-0.06, -0.16, 0.69], [0.12, -0.83, 0.20], [-0.43, 0.58, -0.31], [-0.01, -0.03, -0.03], [-0.01, 0.05, 0.00], [-0.16, -0.03, -0.06], [-0.03, -0.09, 0.04], [0.01, -0.23, 0.05], [0.04, 0.20, -0.06], [-0.18, 0.29, -0.02], [0.14, -0.11, -0.06], [0.10, -0.27, 0.04], [-0.33, 0.32, 0.07], [0.25, 0.21, -0.06], [-0.04, -0.38, 0.02], [-0.63, -0.12, 0.21], [0.30, 0.17, -0.05], [0.27, -0.12, -0.23], [-0.19, 0.02, 0.19], [-0.11, 0.12, 0.03], [0.52, 0.17, -0.28], [-0.04, -0.24, 0.07], [0.03, 0.09, -0.02], [0.00, -0.01, 0.00], [0.00, -0.02, -0.01], [-0.03, 0.03, 0.03], [0.02, -0.04, 0.02], [0.03, 0.00, -0.01], [0.00, 0.00, 0.00], [0.04, -0.02, -0.03], [0.00, -0.02, -0.01], [0.02, 0.00, 0.01], [0.02, -0.01, 0.09], [0.00, 0.17, -0.02], [0.07, -0.57, -0.03], [-1.54, -0.01, -0.68], [0.10, 0.12, 0.01], [-0.07, 0.01, 0.03], [-0.04, 0.04, 0.05], [-0.01, 0.01, 0.01], [-0.02, 0.03, 0.00], [-0.01, 0.03, 0.01], [-0.01, 0.02, 0.00], [-0.04, 0.05, -0.03], [0.07, -0.04, -0.04], [0.05, -0.05, -0.03], [-0.02, -0.01, 0.01], [0.02, 0.02, 0.00], [-0.01, -0.02, -0.02], [0.00, 0.02, -0.01], [0.02, -0.09, -0.04], [-0.04, -0.25, -0.14], [0.03, 0.39, 0.22], [-0.06, -0.06, 0.04], [-0.04, -0.09, 0.02], [0.02, 0.12, 0.09], [0.03, -0.02, -0.03], [0.07, -0.05, -0.10], [-0.17, -0.82, -0.37], [0.47, 1.46, 0.80], [-0.01, 0.02, 0.01], [0.00, 0.00, -0.01], [-0.03, 0.00, -0.03], [0.00, 0.02, -0.01], [0.91, -0.77, 0.57], [-0.96, 1.08, -0.20], [0.72, -0.50, -0.56], [-0.04, -0.31, 0.28], [0.36, 0.16, -0.49], [-0.02, -0.05, 0.07], [0.02, 0.33, -0.48], [-1.71, -0.09, 2.11], [0.61, -0.37, -0.26], [2.73, 0.23, -3.50], [-2.29, 1.92, 0.03], [0.55, -2.11, 2.26], [-0.02, 0.03, -0.07], [0.00, 0.04, -0.07], [0.00, -0.04, 0.07], [-0.13, 0.08, 0.03]]
}

=====

{
  "formula": "C44H29N4Ni",
  "method": "the ωB97M-V functional and the def2-TZVPD basis",
  "homo_lumo_gap_ev": [4.43, 6.22],
  "e_homo_ev": [-1.8971, -3.8320],
  "charge": -1,
  "s_squared": 2.079,
  "e_tot_ha": -3421.32082,
  "spin_multiplicity": 3,
  "elements": ["Ni", "C", "C", "C", "C", "C", "C", "C", "C", "C", "C", "C", "C", "C", "C", "C", "C", "C", "C", "C", "N", "C", "C", "C", "C", "C", "C", "C", "C", "C", "C", "C", "C", "N", "C", "C", "C", "C", "C", "N", "C", "C", "C", "C", "C", "C", "C", "C", "N", "H", "H", "H", "H", "H", "H", "H", "H", "H", "H", "H", "H", "H", "H", "H", "H", "H", "H", "H", "H", "H", "H", "H", "H", "H", "H", "H", "H", "H"],
  "xyz": [[0.000, 0.000, 0.000], [-6.682, 1.134, 2.386], [-6.053, 0.012, 2.909], [-4.669, -0.159, 2.755], [-3.862, 0.797, 2.117], [-4.549, 1.883, 1.535], [-5.931, 2.065, 1.682], [-2.389, 0.631, 1.886], [-1.523, -0.357, 2.240], [-1.793, -1.243, 3.353], [-1.058, -2.328, 3.169], [-0.415, -2.135, 1.889], [-0.286, -3.192, 1.056], [-0.771, -4.552, 1.363], [-2.098, -4.885, 1.052], [-2.588, -6.163, 1.315], [-1.754, -7.118, 1.894], [-0.434, -6.792, 2.214], [0.058, -5.511, 1.951], [0.191, -2.836, -0.291], [0.513, -1.646, -0.701], [1.412, -1.919, -1.701], [2.581, -1.252, -1.755], [3.755, -1.917, -2.376], [4.109, -1.714, -3.712], [5.232, -2.359, -4.238], [6.003, -3.206, -3.436], [5.655, -3.411, -2.103], [4.537, -2.768, -1.575], [2.712, 0.007, -0.921], [3.916, 0.675, -0.778], [3.653, 1.769, 0.008], [2.293, 1.744, 0.251], [1.737, 0.616, -0.218], [1.569, 2.875, 0.926], [0.232, 2.792, 1.026], [-0.609, 3.678, 1.789], [-1.718, 3.036, 2.133], [-1.525, 1.740, 1.448], [-0.484, 1.663, 0.679], [2.285, 3.970, 1.624], [2.686, 3.766, 2.955], [3.360, 4.767, 3.653], [3.640, 5.979, 3.024], [3.246, 6.189, 1.700], [2.569, 5.188, 0.999], [1.185, -3.265, -2.169], [0.456, -3.914, -1.264], [-0.301, -0.764, 1.656], [-7.755, 1.261, 2.494], [-6.631, -0.754, 3.417], [-4.249, -1.092, 3.110], [-4.017, 2.598, 0.911], [-6.412, 2.922, 1.220], [-2.421, -1.039, 4.199], [-1.025, -3.202, 3.793], [-2.748, -4.126, 0.616], [-3.620, -6.403, 1.074], [-2.136, -8.113, 2.105], [0.212, -7.532, 2.677], [1.081, -5.250, 2.210], [3.514, -1.056, -4.339], [5.508, -2.202, -5.277], [6.874, -3.706, -3.849], [6.247, -4.068, -1.472], [4.264, -2.929, -0.532], [4.872, 0.396, -1.197], [4.358, 2.527, 0.318], [-0.323, 4.653, 2.147], [-2.507, 3.329, 2.794], [2.462, 2.818, 3.446], [3.659, 4.597, 4.683], [4.163, 6.761, 3.568], [3.465, 7.135, 1.214], [2.262, 5.355, -0.030], [1.635, -3.698, -3.045], [0.142, -4.937, -1.225], [-1.069, 0.121, -1.070]],
  "atomic_forces_ev_per_a": [[-0.12, -0.05, -1.81], [-0.21, -0.03, 0.08], [0.70, 0.09, -0.27], [-0.58, -0.26, 0.29], [0.84, -0.14, -0.18], [-0.36, 0.31, -0.05], [0.74, -0.29, 0.00], [0.39, 1.87, -1.24], [0.29, -1.30, 1.67], [-0.62, 0.25, 0.78], [-0.01, -0.71, -0.13], [0.69, -1.31, 2.32], [1.14, 1.99, -2.87], [-0.06, -0.23, 0.11], [0.14, -0.21, 0.13], [0.28, 0.22, 0.03], [0.18, 0.10, 0.04], [-0.23, 0.19, -0.09], [-0.36, -0.20, -0.05], [-3.13, -5.26, 2.59], [0.47, 0.85, -0.17], [0.26, -0.11, -0.91], [0.01, 2.32, 0.88], [0.27, 0.42, 0.10], [0.42, -0.32, 0.10], [-0.02, -0.13, 0.26], [-0.13, 0.15, -0.15], [-0.28, 0.23, -0.05], [0.08, 0.03, -0.28], [0.83, -2.74, -1.62], [1.03, -0.12, -0.27], [0.77, 0.85, 0.00], [-0.32, 3.20, 2.48], [1.16, 0.52, -1.82], [0.96, -2.30, -1.28], [0.62, 1.43, -0.44], [1.05, 1.14, 0.61], [0.36, -1.30, -1.22], [-4.41, -0.13, 0.93], [-0.73, 0.06, 1.02], [0.49, 0.05, -0.01], [0.04, 0.18, -0.12], [-0.16, -0.07, -0.31], [-0.07, -0.01, -0.20], [-0.06, -0.23, 0.22], [0.16, 0.02, 0.36], [1.22, -0.27, -1.68], [-0.58, 1.84, 1.48], [-3.59, -0.40, 0.50], [0.07, 0.01, 0.01], [0.09, 0.07, -0.05], [0.10, 0.19, 0.01], [0.06, -0.14, 0.21], [0.09, -0.08, 0.03], [-0.26, 0.21, 0.02], [0.04, -0.29, -0.03], [0.20, -0.13, 0.06], [0.11, -0.02, 0.03], [0.06, 0.08, -0.02], [-0.07, 0.04, -0.05], [-0.14, -0.01, -0.10], [0.05, -0.07, 0.16], [-0.02, -0.02, 0.10], [-0.09, 0.07, 0.01], [-0.05, 0.07, -0.10], [-0.03, 0.12, -0.27], [-0.10, -0.11, -0.03], [-0.12, 0.07, 0.03], [0.29, 0.12, -0.09], [-0.22, -0.08, 0.01], [0.04, 0.20, -0.22], [-0.02, 0.05, -0.13], [-0.05, -0.07, -0.09], [-0.02, -0.10, 0.05], [0.03, -0.10, 0.14], [0.23, 0.09, -0.15], [-0.05, -0.19, 0.17], [0.24, -0.17, 0.54]]
}